1.
Formula: C3H4ClN4O
Source: the OMol25 dataset
Level of theory: wB97M-V/def2-TZVPD

Structure (XYZ):
```
13
Properties=species:S:1:pos:R:3:forces:R:3:mulliken_charge:R:1
O 1.12529 2.34790 0.39336 1.925 0.631 -0.246 -0.342
C 0.05095 1.91499 0.43245 -2.507 -0.750 0.642 0.479
Cl -1.31327 2.60629 -0.51000 0.594 -0.469 0.469 -0.125
C -0.34282 0.65103 1.26670 -0.746 -0.568 -1.137 -0.408
C -0.29014 -0.51244 0.25807 0.219 1.087 1.150 0.342
N -1.19298 -1.50590 0.06454 1.743 1.022 -0.350 -0.151
N -0.69112 -2.21648 -0.92314 -0.839 -0.488 -0.038 -0.293
N 0.40655 -1.70796 -1.31628 1.145 -0.038 -0.665 0.246
N 0.74667 -0.62945 -0.60336 -1.763 -0.427 0.818 0.012
H 0.35969 0.47417 2.10193 -0.269 0.208 -0.479 0.306
H -1.39095 0.71176 1.62130 0.686 0.024 -0.095 0.328
H 0.95050 -2.08650 -2.09272 -0.090 0.028 0.166 0.276
H 1.58164 -0.04740 -0.69285 -0.098 -0.258 -0.233 0.331
```
Positions in Å, forces in eV/Å.

Total charge = +1
HOMO = -0.5618 Eh
Frontier orbital gap = 9.955 eV
SMILES string = O=C(Cl)Cc1nn[nH][nH+]1
Lowest unoccupied orbital energy = -5.33 eV

---

2.
Formula: C3H4ClN4O3S
Source: the OMol25 dataset
Level of theory: wB97M-V/def2-TZVPD

Structure (XYZ):
```
16
Properties=species:S:1:pos:R:3:forces:R:3:mulliken_charge:R:1
C -2.02392 0.58875 -1.15839 1.167 -0.977 -0.859 -0.544
C -0.83821 -0.04604 -1.34372 -0.823 0.252 -0.347 -0.100
C 0.08701 -1.45088 0.87841 -0.460 -0.617 -0.237 0.673
N -1.96349 1.24195 0.05005 -0.720 0.381 0.466 -0.402
N -0.87560 1.06320 0.59997 0.771 1.073 1.505 -0.076
N 0.49576 -0.95355 1.97481 0.501 0.230 1.603 -0.172
N -0.08159 0.21544 -0.19757 0.215 0.125 -1.215 0.220
O -0.27480 -2.31159 0.22040 -0.069 -0.418 -0.028 -0.237
O 2.19463 -0.52627 -0.95534 -0.027 0.065 -0.447 -0.444
O 1.99410 1.02272 0.95008 0.154 0.624 -0.251 -0.544
S 1.63337 0.62397 -0.36210 -0.378 0.144 0.217 1.152
Cl 1.56720 2.15847 -1.61554 0.078 -0.350 0.370 -0.044
H -2.90059 0.62392 -1.77306 -0.127 -0.013 -0.123 0.472
H -0.46444 -0.68367 -2.11812 0.050 -0.110 -0.239 0.490
H 0.84422 0.00755 2.07387 -0.308 -0.356 -0.185 0.240
H 0.60634 -1.57395 2.77625 -0.023 -0.053 -0.230 0.315
```
Positions in Å, forces in eV/Å.

Total charge = +1
HOMO = -0.5612 Eh
Frontier orbital gap = 9.688 eV
Relative energy (zero: lowest compared OMol25 entry of this formula, charge and spin) = 0.0 kJ/mol
Lowest unoccupied orbital energy = -5.58 eV

---

3.
Formula: C3H4ClNO
Source: the OMol25 dataset
Level of theory: wB97M-V/def2-TZVPD

Structure (XYZ):
```
10
Properties=species:S:1:pos:R:3:forces:R:3:mulliken_charge:R:1
C -1.37924 -1.65467 0.47619 2.914 0.193 -2.052 -0.160
C 1.26536 0.29942 0.34473 0.714 1.104 0.119 -0.282
C 1.42630 1.11761 -0.68907 -0.939 1.032 0.627 -0.447
N -2.50902 -1.89998 0.45690 -0.240 0.570 1.193 0.569
O -3.64650 -2.01790 0.75304 -1.385 -0.543 -0.331 -0.595
Cl 2.17503 -1.13725 0.41784 0.451 -0.986 0.421 -0.163
H -0.46189 -1.51545 -0.15568 -1.392 -0.303 1.172 0.188
H 0.74152 0.60240 1.29518 0.192 -0.656 -1.453 0.375
H 2.08429 1.26429 -1.54145 0.093 -1.300 0.209 0.287
H 0.76127 1.94594 -0.61865 -0.408 0.890 0.095 0.227
```
Positions in Å, forces in eV/Å.

HOMO = -0.3663 Eh
Frontier orbital gap = 10.671 eV
Relative energy (zero: lowest compared OMol25 entry of this formula, charge and spin) = 424.5 kJ/mol
SMILES string = C#[N+][O-].C=CCl
Lowest unoccupied orbital energy = 0.70 eV

---

4.
Formula: C3H4ClNO
Source: the OMol25 dataset
Level of theory: wB97M-V/def2-TZVPD

Structure (XYZ):
```
10
Properties=species:S:1:pos:R:3:forces:R:3:mulliken_charge:R:1
C -0.01923 -0.99874 2.23871 -0.597 0.148 0.127 0.048
C 0.66188 -0.20682 -1.32860 0.063 -1.180 -0.469 -0.684
C -0.26522 0.68739 -1.06792 -1.476 -2.702 0.266 0.448
N 0.79172 -1.76277 2.04947 1.553 -1.115 -0.361 -0.329
O -0.23050 1.96024 -0.74178 0.635 1.117 0.751 -0.462
Cl -1.93284 0.03165 -0.86165 0.131 0.084 0.006 -0.217
H -0.85159 -0.41432 2.43212 -0.983 0.939 0.208 0.287
H 1.64980 0.07324 -1.52568 1.403 0.884 0.095 0.279
H 0.56577 -1.31044 -1.42319 -0.784 1.189 -0.003 0.245
H -0.36978 1.94057 0.22852 0.056 0.635 -0.619 0.386
```
Positions in Å, forces in eV/Å.

HOMO = -0.3618 Eh
Frontier orbital gap = 10.198 eV
Relative energy (zero: lowest compared OMol25 entry of this formula, charge and spin) = 194.4 kJ/mol
SMILES string = C=C(O)Cl.C#N
Lowest unoccupied orbital energy = 0.35 eV

---

5.
Formula: C3H4ClNO2
Source: the OMol25 dataset
Level of theory: wB97M-V/def2-TZVPD

Structure (XYZ):
```
11
Properties=species:S:1:pos:R:3:forces:R:3:mulliken_charge:R:1
C 0.15350 0.26621 1.20341 2.773 2.788 -1.577 -0.897
C 1.18016 0.07146 0.32160 -2.403 -2.911 2.196 0.355
C 1.39917 -1.35674 -0.35162 0.660 2.500 1.169 -0.330
N 2.15972 1.02310 -0.12198 -0.903 0.231 -1.039 0.935
O 2.39800 2.06837 0.40861 -0.262 0.685 1.235 -0.571
O 2.67399 0.65760 -1.14940 1.223 -0.229 -1.345 -0.543
Cl 0.47167 -2.56005 0.47174 -0.634 -0.864 0.119 -0.193
H -0.13953 1.27655 1.51413 0.596 -0.222 -0.094 0.260
H -0.35532 -0.47076 1.72982 -0.895 -1.606 -0.017 0.312
H 2.43899 -1.65673 -0.29237 0.067 0.127 -0.144 0.337
H 1.11124 -1.19417 -1.37189 -0.222 -0.499 -0.504 0.334
```
Positions in Å, forces in eV/Å.

HOMO = -0.4004 Eh
Frontier orbital gap = 10.079 eV
Relative energy (zero: lowest compared OMol25 entry of this formula, charge and spin) = 410.8 kJ/mol
SMILES string = C=C(CCl)[N+](=O)[O-]
Lowest unoccupied orbital energy = -0.82 eV

---

6.
Formula: C3H4ClNO2
Source: the OMol25 dataset
Level of theory: wB97M-V/def2-TZVPD

Structure (XYZ):
```
11
Properties=species:S:1:pos:R:3:forces:R:3:mulliken_charge:R:1
C 0.52465 0.75923 0.17390 0.340 -1.627 0.308 0.397
C 1.12112 -0.16784 -0.52470 -2.000 -0.543 -3.570 -0.316
C -2.88619 -0.64954 0.08299 -0.018 0.111 -0.634 0.161
N 0.01440 1.67070 0.76246 0.825 2.321 0.157 -0.449
O 2.01681 -1.16166 -0.26349 0.833 1.003 2.866 -0.477
O -2.91061 -1.04728 1.17832 0.493 -0.800 1.704 -0.313
Cl -4.27214 0.27688 -0.46051 0.070 0.294 -0.797 -0.152
H 0.68132 -0.34572 -1.55595 0.524 0.580 1.272 0.261
H -2.04830 -0.84370 -0.61049 -0.484 0.411 -0.267 0.293
H 2.26363 -0.93935 0.67837 0.264 -1.042 -1.286 0.299
H -0.74222 1.69113 1.40565 -0.847 -0.708 0.247 0.296
```
Positions in Å, forces in eV/Å.

HOMO = -0.3045 Eh
Frontier orbital gap = 8.669 eV
Relative energy (zero: lowest compared OMol25 entry of this formula, charge and spin) = 293.0 kJ/mol
SMILES string = N=C=CO.O=CCl
Lowest unoccupied orbital energy = 0.38 eV